# C37H48B2N8O6

A cluster of 6 separate species, C37H48B2N8O6 in total at a distorted geometry (ωB97M-V/def2-TZVPD, the OMol25 dataset).

Structure (ORCA input):
```
! RIJCOSX wB97M-V def2-TZVPD def2/J DEFGRID3
* xyz 0 1
C -0.812 -1.831 -2.774
C -1.622 -1.148 -1.544
O -1.621 -1.994 -0.350
B -1.892 -1.181 0.836
O -3.256 -0.837 1.106
C -0.615 -0.784 1.763
C 0.140 0.573 1.501
N -0.289 1.519 0.430
C -1.351 2.220 0.852
C -1.647 2.481 2.406
C -2.400 2.785 -0.205
C 1.373 1.038 2.357
B 2.172 2.431 2.146
N 1.650 3.634 1.394
O 3.493 2.608 2.747
C 1.868 0.118 3.539
C 1.104 -1.197 3.782
C -0.128 -1.678 2.922
C -0.825 -3.071 3.347
O -1.271 -3.907 2.530
C -0.856 -3.329 4.941
O -1.947 -3.923 5.631
C -2.109 -5.331 5.303
C -0.967 -6.190 6.045
C 0.269 -2.895 5.718
N 0.351 -3.085 7.196
C 1.521 -2.165 5.003
O 2.714 -2.337 5.359
H -0.272 -2.791 -2.471
H -1.513 -2.102 -3.640
H -0.026 -1.106 -3.214
H -1.092 -0.156 -1.307
H -2.687 -0.942 -1.941
H -3.794 -1.468 0.560
H -2.194 1.589 2.898
H -2.344 3.386 2.464
H -0.700 2.691 3.004
H -3.470 2.418 0.029
H -2.098 2.385 -1.242
H -2.380 3.923 -0.130
H 0.711 3.875 1.770
H 1.600 3.453 0.382
H 4.011 1.779 2.659
H 2.764 0.433 4.187
H -3.112 -5.652 5.781
H -2.209 -5.558 4.191
H -0.196 -5.533 6.573
H -1.472 -6.825 6.864
H -0.456 -6.833 5.253
H -0.429 -2.499 7.556
H 1.207 -2.568 7.466
C -5.430 5.770 1.788
C -4.789 6.425 2.869
C -3.726 7.124 2.352
N -3.699 6.912 0.999
C -4.737 6.092 0.646
H -6.302 5.134 1.839
H -5.075 6.389 3.910
H -2.989 7.752 2.829
H -3.021 7.300 0.363
H -4.891 5.808 -0.384
C 8.350 4.104 5.049
C 7.774 2.904 5.533
C 6.547 2.767 4.932
N 6.358 3.843 4.106
C 7.455 4.660 4.168
H 9.312 4.515 5.315
H 8.209 2.215 6.243
H 5.793 2.000 5.021
H 5.539 4.007 3.540
H 7.503 5.565 3.581
C 3.138 -3.497 -6.404
C 2.109 -3.056 -7.272
C 0.911 -3.369 -6.677
N 1.180 -3.987 -5.485
C 2.535 -4.064 -5.308
H 4.203 -3.408 -6.563
H 2.230 -2.564 -8.225
H -0.106 -3.207 -6.999
H 0.488 -4.330 -4.839
H 2.953 -4.516 -4.421
C 4.249 -3.866 -11.572
C 5.125 -4.691 -10.824
C 5.436 -4.015 -9.669
N 4.784 -2.812 -9.695
C 4.054 -2.715 -10.850
H 3.809 -4.091 -12.533
H 5.487 -5.670 -11.099
H 6.064 -4.286 -8.834
H 4.833 -2.107 -8.977
H 3.461 -1.837 -11.057
C -6.608 0.553 -2.364
C -7.618 1.465 -2.760
C -7.484 2.588 -1.980
N -6.433 2.385 -1.125
C -5.891 1.149 -1.356
H -6.426 -0.430 -2.773
H -8.360 1.317 -3.531
H -8.044 3.510 -1.959
H -6.110 3.043 -0.434
H -5.044 0.800 -0.784
*
```

calculated total energy: -64700.95763 eV
gap between HOMO and LUMO: 6.682 eV
SMILES: CCOB(O)c1c(N=C(C)C)c(B(N)O)cc2c1C(=O)C(OCC)=C(N)C2=O.c1cc[nH]c1.c1cc[nH]c1.c1cc[nH]c1.c1cc[nH]c1.c1cc[nH]c1
E_HOMO: -8.11 eV

Mulliken population analysis, charges in e, atoms 1 to 6: number 1, C, carries -1.155; number 2, C, carries 0.470; number 3, O, carries -0.508; number 4, B, carries 0.789; number 5, O, carries -0.726; number 6, C, carries 0.603

=====

# C37H48EuN8O5S

A structure of composition C37H48EuN8O5S at a distorted geometry (ωB97M-V/def2-TZVPD, the OMol25 dataset).

Structure (ORCA input):
```
! RIJCOSX wB97M-V def2-TZVPD def2/J DEFGRID3
* xyz 0 8
Eu 0.166 -0.576 0.491
C -5.933 2.532 -2.767
C -5.691 2.570 -1.254
C -5.406 4.025 -0.742
C -7.094 2.168 -0.589
C -4.502 1.700 -0.844
C -4.008 0.646 -1.602
C -2.906 -0.106 -1.152
N -2.185 0.380 -0.175
C -2.714 1.310 0.711
C -3.876 2.024 0.363
C -1.815 1.907 1.712
C -2.244 3.125 2.286
C -1.549 3.639 3.354
C -0.345 2.945 3.758
C -0.082 1.695 3.244
N -0.850 1.162 2.255
C -1.986 4.946 4.064
C -3.173 5.589 3.346
C -2.384 4.731 5.572
C -0.742 5.925 3.969
H -6.918 2.947 -3.021
H -5.905 1.509 -3.134
H -5.129 3.078 -3.306
H -6.057 4.808 -1.177
H -4.381 4.432 -0.896
H -5.705 4.080 0.314
H -7.812 2.876 -0.892
H -6.885 2.255 0.493
H -7.438 1.186 -0.844
H -4.271 0.524 -2.694
H -2.630 -1.048 -1.578
H -4.230 2.749 1.056
H -2.910 3.722 1.651
H 0.339 3.481 4.449
H 0.814 1.147 3.450
H -4.063 4.928 3.206
H -2.949 5.963 2.342
H -3.495 6.473 3.844
H -3.264 4.104 5.532
H -2.590 5.726 6.031
H -1.532 4.284 6.141
H -0.494 6.251 2.923
H 0.115 5.586 4.533
H -1.037 6.803 4.475
O -0.689 -2.464 -0.990
C 0.375 -2.407 -1.661
O 1.342 -1.695 -1.299
C 0.400 -3.022 -3.035
C 0.221 -2.327 -4.264
C 0.404 -2.978 -5.416
C 0.674 -4.348 -5.507
C 0.906 -5.041 -4.361
C 0.837 -4.330 -3.088
S 1.483 -5.166 -1.727
H -0.074 -1.286 -4.143
H 0.487 -2.448 -6.322
H 0.601 -4.965 -6.461
H 1.056 -6.145 -4.232
N 1.995 1.010 -0.235
C 3.209 0.136 -0.294
C 4.448 0.920 -0.690
C 5.526 0.044 -1.359
C 5.039 -0.737 -2.657
N 4.763 -2.148 -2.497
C 5.614 -3.161 -2.754
N 6.922 -2.957 -2.876
N 5.075 -4.375 -2.935
C 3.348 -0.786 0.875
O 4.312 -1.586 1.001
O 2.346 -0.722 1.711
H 1.666 1.344 -1.112
H 2.052 1.778 0.430
H 2.956 -0.648 -1.025
H 4.850 1.438 0.226
H 4.211 1.813 -1.292
H 5.983 -0.743 -0.676
H 6.417 0.666 -1.663
H 5.963 -0.611 -3.328
H 4.239 -0.279 -3.214
H 3.790 -2.301 -2.184
H 7.347 -2.094 -2.538
H 7.496 -3.826 -2.845
H 4.076 -4.436 -2.995
H 5.576 -5.104 -3.489
N 4.032 -4.067 2.419
C 3.047 -4.917 2.687
O 3.118 -6.044 3.205
C 1.612 -4.417 2.381
C 0.603 -5.369 2.011
C -0.544 -4.925 1.448
C -0.892 -3.571 1.608
N -0.051 -2.635 2.082
C 1.196 -3.085 2.505
H 4.984 -4.363 2.565
H 3.833 -3.269 1.774
H 0.707 -6.421 2.244
H -1.130 -5.498 0.778
H -1.853 -3.246 1.252
H 1.841 -2.383 3.065
*
```

energy above the lowest of the compared OMol25 structures with the same formula, charge and spin: 0.0124 eV
⟨S²⟩: 15.7592
calculated total energy: -91472.15653 eV
gap between HOMO and LUMO (alpha / beta): 4.767 / 4.773 eV
E_HOMO (alpha / beta): -5.35 / -5.35 eV

Mulliken population analysis, charges in e, atoms 1 to 6: number 1, Eu, carries 1.057; number 2, C, carries -1.822; number 3, C, carries 1.916; number 4, C, carries -1.677; number 5, C, carries -1.619; number 6, C, carries 0.641

=====

# C37H48N3

The ion C37H48N3 with charge +1 at a distorted geometry (ωB97M-V/def2-TZVPD, the OMol25 dataset).

Structure (ORCA input):
```
! RIJCOSX wB97M-V def2-TZVPD def2/J DEFGRID3
* xyz 1 1
C 0.808 0.264 -1.104
C -0.183 0.145 -0.204
C -1.156 1.218 0.240
C -2.539 0.465 0.137
C -2.736 -0.795 0.742
C -3.781 -1.642 0.374
C -4.774 -1.155 -0.520
C -4.677 0.180 -0.996
C -3.561 0.957 -0.678
C -5.681 0.658 -1.987
C -7.038 -0.031 -1.875
C -6.914 -1.537 -1.727
N -5.787 -1.974 -0.937
C -5.813 -3.409 -0.737
C -4.495 -3.977 -0.244
C -3.863 -3.070 0.812
C -0.723 1.715 1.520
C -1.841 1.528 2.595
C -1.911 2.524 3.738
C -0.566 3.116 4.111
C 0.135 3.782 2.933
C 0.058 3.116 1.584
N 0.886 3.728 0.730
C 1.750 4.847 1.236
C 2.620 5.324 0.075
C 2.182 4.537 -1.146
C 1.213 3.429 -0.669
C 1.963 -0.601 -1.008
C 1.908 -1.972 -0.653
C 3.066 -2.737 -0.616
C 4.332 -2.104 -0.803
C 4.388 -0.703 -1.045
C 3.215 0.004 -1.187
C 5.695 -0.010 -1.200
C 6.796 -0.744 -0.443
C 6.796 -2.226 -0.778
N 5.482 -2.830 -0.806
C 5.517 -4.272 -0.887
C 4.172 -4.894 -1.211
C 3.043 -4.220 -0.424
H 0.824 1.028 -1.894
H -0.319 -0.820 0.302
H -1.145 2.010 -0.529
H -2.035 -1.155 1.501
H -3.505 1.976 -1.071
H -5.278 0.482 -2.998
H -5.811 1.737 -1.874
H -7.623 0.161 -2.777
H -7.602 0.360 -1.022
H -6.843 -2.016 -2.721
H -7.830 -1.951 -1.275
H -6.631 -3.651 -0.033
H -6.100 -3.883 -1.691
H -4.697 -4.968 0.168
H -3.825 -4.105 -1.104
H -2.865 -3.446 1.050
H -4.475 -3.137 1.724
H 0.095 1.053 1.896
H -1.718 0.532 3.032
H -2.841 1.486 2.137
H -2.367 2.047 4.615
H -2.594 3.310 3.400
H -0.713 3.873 4.891
H 0.101 2.346 4.528
H -0.271 4.808 2.824
H 1.180 3.872 3.291
H 1.161 5.696 1.621
H 2.425 4.492 2.034
H 2.498 6.398 -0.063
H 3.668 5.139 0.320
H 1.669 5.192 -1.856
H 3.038 4.095 -1.661
H 1.713 2.455 -0.720
H 0.316 3.380 -1.301
H 0.951 -2.442 -0.404
H 3.252 1.081 -1.356
H 5.606 1.020 -0.832
H 5.951 0.058 -2.269
H 6.634 -0.611 0.633
H 7.770 -0.318 -0.695
H 7.408 -2.770 -0.045
H 7.269 -2.380 -1.762
H 5.888 -4.660 0.077
H 6.260 -4.557 -1.646
H 3.979 -4.794 -2.286
H 4.217 -5.963 -0.987
H 2.079 -4.616 -0.760
H 3.146 -4.479 0.643
*
```

calculated total energy: -43611.61277 eV
gap between HOMO and LUMO: 5.499 eV
SMILES: C(=C\[C@@H](c1cc2c3c(c1)CCCN3CCC2)[C@@H]1CCCCC1=[N+]1CCCC1)/c1cc2c3c(c1)CCCN3CCC2
E_HOMO: -8.67 eV

Mulliken population analysis, charges in e, atoms 1 to 6: number 1, C, carries -0.662; number 2, C, carries -1.247; number 3, C, carries 1.130; number 4, C, carries -0.927; number 5, C, carries 0.273; number 6, C, carries -0.330

=====

# C37H49As2F6N2O6S2Ti

A structure of composition C37H49As2F6N2O6S2Ti at a distorted geometry (ωB97M-V/def2-TZVPD, the OMol25 dataset).

Structure (ORCA input):
```
! RIJCOSX wB97M-V def2-TZVPD def2/J DEFGRID3
* xyz -1 1
Ti 0.832 -0.288 -0.245
C -0.820 -1.737 -0.946
C 0.093 -2.780 -0.540
C 0.855 -3.109 -1.715
C 0.318 -2.387 -2.792
C -0.679 -1.528 -2.347
C -1.447 -0.532 -3.188
C -2.794 -1.160 -3.581
C -0.667 -0.168 -4.453
C -1.720 0.747 -2.394
C 2.152 -3.909 -1.882
C 3.227 -3.362 -0.928
C 1.996 -5.422 -1.671
C 2.713 -3.728 -3.301
C -0.289 -3.689 0.645
C 0.852 -4.100 1.581
C -0.936 -4.964 0.067
C -1.391 -3.052 1.501
H -1.699 -1.448 -0.384
H 0.754 -2.341 -3.776
H -2.636 -2.084 -4.140
H -3.375 -0.471 -4.200
H -3.378 -1.399 -2.688
H -0.531 -1.038 -5.098
H 0.319 0.225 -4.197
H -1.210 0.591 -5.023
H -2.277 0.532 -1.480
H -2.309 1.450 -2.991
H -0.786 1.251 -2.126
H 2.869 -3.273 0.094
H 3.530 -2.363 -1.243
H 4.108 -4.012 -0.939
H 1.803 -5.685 -0.633
H 2.922 -5.925 -1.966
H 1.184 -5.820 -2.284
H 2.880 -2.675 -3.529
H 2.047 -4.153 -4.056
H 3.673 -4.246 -3.371
H 1.643 -4.636 1.063
H 0.464 -4.760 2.364
H 1.302 -3.238 2.074
H -0.236 -5.569 -0.499
H -1.753 -4.687 -0.603
H -1.347 -5.578 0.876
H -1.156 -2.040 1.820
H -1.557 -3.663 2.393
H -2.330 -3.016 0.946
C -6.109 -1.036 0.593
As -4.337 -0.309 1.072
C -4.380 -0.832 2.963
C -4.841 1.569 1.343
C -6.173 1.906 1.589
C -6.564 3.221 1.776
C -5.615 4.229 1.723
C -4.289 3.906 1.492
C -3.876 2.588 1.295
As -1.940 2.227 1.041
C -1.535 3.876 0.051
C -1.412 2.848 2.825
H -6.831 -0.966 1.407
H -5.976 -2.088 0.336
H -6.494 -0.514 -0.283
H -5.284 -0.455 3.444
H -3.494 -0.439 3.460
H -4.356 -1.919 3.025
H -6.924 1.128 1.639
H -7.605 3.457 1.965
H -5.905 5.263 1.864
H -3.557 4.705 1.458
H -1.566 4.748 0.704
H -2.264 3.998 -0.751
H -0.542 3.800 -0.384
H -1.829 3.835 3.024
H -0.325 2.897 2.864
H -1.758 2.133 3.567
F 5.832 1.445 0.434
C 5.848 1.198 -0.885
F 6.314 2.276 -1.511
F 6.716 0.192 -1.096
S 4.170 0.642 -1.484
O 1.648 -0.265 -1.604
O 4.344 0.601 -2.935
N 3.516 2.087 -1.047
S 2.256 2.643 -0.458
O 1.826 3.886 -1.027
O 1.095 1.767 -0.132
C 2.770 3.087 1.261
F 3.847 3.868 1.254
F 1.786 3.738 1.893
F 3.055 1.983 1.965
O 2.436 -0.893 0.952
C 1.847 -0.815 2.058
N 0.556 -0.479 2.113
C 0.167 -0.486 3.445
O -0.941 -0.260 3.874
C 1.369 -0.861 4.281
C 1.531 -1.012 5.639
C 2.799 -1.377 6.094
C 3.853 -1.579 5.210
C 3.679 -1.425 3.835
C 2.422 -1.064 3.405
H 0.705 -0.852 6.320
H 2.970 -1.506 7.155
H 4.823 -1.861 5.599
H 4.490 -1.578 3.135
*
```

energy above the lowest of the compared OMol25 structures with the same formula, charge and spin: 0.8215 eV
calculated total energy: -237201.52544 eV
gap between HOMO and LUMO: 6.558 eV
E_HOMO: -4.86 eV

Mulliken population analysis, charges in e, atoms 1 to 6: number 1, Ti, carries 0.798; number 2, C, carries -2.104; number 3, C, carries 1.221; number 4, C, carries 0.411; number 5, C, carries -0.812; number 6, C, carries -0.057